{"formula": "C2H8NO2S", "method": "wB97M-V/def2-TZVPD", "species": ["C", "C", "N", "O", "O", "S", "H", "H", "H", "H", "H", "H", "H", "H"], "coordinates": [[1.39296, -1.05518, -0.03096], [-0.91179, -0.73986, 0.39308], [1.54070, 0.31564, 0.34275], [-2.14798, -0.99702, 0.16194], [-0.01308, -1.10269, -0.47676], [-1.47880, 1.80695, -0.13436], [1.92395, -1.26582, -0.89280], [1.39568, -1.69230, 0.83830], [-0.72662, -0.40370, 1.32976], [1.50191, 0.95188, -0.49509], [-0.44200, 2.68123, -0.07966], [2.27896, 0.57241, 0.99106], [-2.30650, -1.29147, -0.71823], [-2.00739, 2.21993, -1.22904]], "lowdin_charge": [-0.139, -0.270, 0.030, 0.176, 0.041, 0.715, 0.118, 0.146, 0.125, 0.116, -0.130, 0.108, 0.150, -0.186], "homo_ha": -0.51456, "energy_ha": -684.111440, "charge": 1, "orbital_gap_ev": 9.3745}

{"formula": "C2H8NO3", "method": "wB97M-V/def2-TZVPD", "species": ["O", "C", "O", "C", "N", "H", "H", "H", "H", "H", "H", "H", "H", "O"], "coordinates": [[0.25714, 1.11978, -0.48858], [0.42236, 0.02577, 0.13935], [0.54706, -1.15432, -0.43367], [0.31629, 0.05770, 1.67489], [-0.79533, 1.15994, 1.86199], [1.01140, -0.98142, -1.29090], [1.20424, 0.49064, 2.12373], [0.28829, -0.88920, 2.20465], [-1.77312, 0.93818, 2.27109], [-1.00944, 1.45326, 0.82561], [-0.36480, 2.02867, 2.21741], [-0.63817, -1.93684, -3.66183], [0.41439, -0.87830, -4.11346], [0.11971, -1.43385, -3.33029]], "lowdin_charge": [-0.079, -0.588, 0.063, -0.120, 0.052, 0.110, 0.071, 0.098, 0.130, 0.133, 0.085, 0.042, 0.079, -0.075], "spin_multiplicity": 2, "homo_ha": [-0.13659, -0.35565], "energy_ha": -361.348553, "orbital_gap_ev": [4.4129, 10.3130], "s_squared": 0.752}

{"formula": "C2H8NOPS", "method": "wB97M-V/def2-TZVPD", "species": ["C", "C", "N", "S", "O", "P", "H", "H", "H", "H", "H", "H", "H", "H"], "coordinates": [[0.14164, -1.39524, 0.49013], [0.88276, -0.32121, -0.10971], [0.11746, 0.79020, -0.64816], [-1.13753, 1.53643, 0.33279], [-2.07088, 0.52441, 1.10129], [0.00708, 1.91351, 2.12372], [-0.37241, -1.91177, -0.39906], [0.79295, -2.16724, 0.79034], [-0.44307, -1.13594, 1.29951], [1.65596, 0.12991, 0.54176], [1.38830, -0.67315, -0.89043], [-0.30233, 0.32090, -1.45060], [-0.98722, 2.65466, 2.82748], [0.48234, 3.05540, 1.64468]], "lowdin_charge": [-0.115, -0.412, -0.300, 0.665, -0.677, 0.669, 0.124, 0.067, 0.027, 0.102, 0.069, 0.077, -0.105, -0.192], "smiles": "CCNS(=O)#[PH2]", "homo_ha": -0.33105, "energy_ha": -950.436970, "orbital_gap_ev": 9.4736}

{"formula": "C2H8NOS", "method": "wB97M-V/def2-TZVPD", "species": ["S", "H", "C", "N", "C", "O", "H", "H", "H", "H", "H", "H", "H"], "coordinates": [[-0.75648, -1.37458, -2.37501], [-1.16653, -2.35679, -3.17758], [0.87611, 0.96494, -0.71309], [0.49260, 0.91460, 0.68917], [-0.21319, -0.28215, 1.08041], [-0.78139, 0.00495, 2.35582], [1.09569, -0.04801, -1.04052], [1.76000, 1.59281, -0.85525], [0.11410, 1.40305, -1.36658], [-0.02176, 1.69194, 1.07500], [-0.97608, -0.55556, 0.33584], [0.46072, -1.14452, 1.14645], [-0.88379, -0.81067, 2.84534]], "lowdin_charge": [-0.204, -0.492, -0.194, -0.126, -0.345, -0.076, -0.003, 0.057, 0.055, 0.092, 0.055, 0.114, 0.066], "homo_ha": -0.09778, "energy_ha": -609.188003, "charge": -1, "orbital_gap_ev": 6.2232}

{"formula": "C2H8NS", "method": "wB97M-V/def2-TZVPD", "species": ["S", "H", "C", "N", "C", "H", "H", "H", "H", "H", "H", "H"], "coordinates": [[-0.47731, 0.14480, -1.66832], [-1.02193, 0.14341, -2.89248], [0.90876, 1.01111, 1.01703], [-0.17651, 0.07208, 1.34981], [0.17218, -1.33322, 1.17361], [1.62591, 0.91733, 1.86471], [1.37965, 0.73876, 0.04417], [0.53782, 2.06696, 0.91937], [-0.93847, 0.31751, 0.67143], [0.46407, -1.51858, 0.13879], [-0.71739, -1.90467, 1.48871], [1.05719, -1.64952, 1.86589]], "lowdin_charge": [-0.053, -0.453, -0.250, -0.268, -0.235, 0.058, 0.002, 0.072, -0.009, -0.010, 0.062, 0.084], "homo_ha": -0.10008, "energy_ha": -533.947355, "charge": -1, "orbital_gap_ev": 7.1315}

{"formula": "C2H8NS", "method": "wB97M-V/def2-TZVPD", "species": ["S", "H", "C", "N", "C", "H", "H", "H", "H", "H", "H", "H"], "coordinates": [[3.30394, -0.23993, -1.49010], [3.82621, 0.76469, -0.76670], [-0.70293, -1.08855, -0.46729], [-0.40370, 0.31104, -0.26173], [-0.93840, 0.91311, 0.96168], [-1.76081, -1.27250, -0.24385], [-0.13147, -1.76240, 0.19138], [-0.54919, -1.32362, -1.52343], [0.59752, 0.45729, -0.33754], [-1.75038, 0.30157, 1.38168], [-0.19757, 1.00163, 1.76677], [-1.29321, 1.93767, 0.78913]], "lowdin_charge": [-0.422, -0.510, -0.301, -0.197, -0.583, 0.009, 0.043, 0.047, 0.025, -0.051, -0.018, -0.043], "spin_multiplicity": 2, "homo_ha": [0.15290, -0.00760], "energy_ha": -533.798399, "charge": -2, "orbital_gap_ev": [2.8888, 7.2055], "s_squared": 0.751}

{"formula": "C2H8NS", "method": "wB97M-V/def2-TZVPD", "species": ["S", "H", "C", "C", "N", "H", "H", "H", "H", "H", "H", "H"], "coordinates": [[0.93908, -1.27259, 1.97467], [0.51849, -2.10883, 3.01029], [-0.15527, 2.07911, -1.67882], [-0.19014, 0.49069, -1.44646], [-1.48310, -0.05790, -1.00474], [-0.05112, 2.31560, -2.77465], [-1.11756, 2.59078, -1.47740], [0.56345, 2.74986, -1.09927], [0.30277, 0.00410, -2.35210], [0.55228, 0.29108, -0.51376], [-1.43689, -1.02744, -0.42509], [-1.90258, 0.53282, -0.17796]], "lowdin_charge": [-0.442, -0.489, -0.589, -0.426, -0.139, -0.083, -0.063, -0.038, 0.072, 0.064, 0.070, 0.064], "spin_multiplicity": 2, "homo_ha": [0.15268, -0.01066], "energy_ha": -533.770441, "charge": -2, "orbital_gap_ev": [2.6578, 7.1134], "s_squared": 0.751}

{"formula": "C2H8NS", "method": "wB97M-V/def2-TZVPD", "species": ["S", "H", "H", "C", "C", "N", "H", "H", "H", "H", "H", "H"], "coordinates": [[0.22984, 1.07928, -3.94298], [1.30061, 0.28323, -3.83917], [-0.39142, 0.46602, -2.93467], [0.18901, 0.23748, 0.92423], [-0.82374, 0.14745, 0.09224], [0.23513, -0.64973, 2.12305], [0.98890, 0.95946, 0.90594], [-0.83333, 0.67310, -0.85175], [-1.63455, -0.54931, 0.26294], [-0.68707, -1.04256, 2.32783], [0.87171, -1.43889, 1.96549], [0.55491, -0.16553, 2.96685]], "lowdin_charge": [0.516, -0.213, -0.281, -0.118, 0.090, 0.198, 0.128, 0.056, 0.091, 0.171, 0.181, 0.178], "homo_ha": -0.45653, "energy_ha": -533.638554, "charge": 1, "orbital_gap_ev": 8.3921}

{"formula": "C2H8NS2", "method": "wB97M-V/def2-TZVPD", "species": ["N", "C", "C", "S", "S", "H", "H", "H", "H", "H", "H", "H", "H"], "coordinates": [[-1.29533, 0.52318, 0.82432], [-0.24155, 1.19256, -0.04729], [0.60416, 0.21535, -0.80922], [1.63263, -0.72140, 0.34071], [2.41163, -2.50127, -0.11083], [-1.05484, 0.10084, 1.73856], [-1.62962, -0.40641, 0.40847], [-2.26769, 1.12015, 0.93657], [0.51236, 1.69557, 0.67459], [-0.85209, 1.87335, -0.59959], [-0.31739, -0.37860, -1.44123], [1.17287, 0.61371, -1.64489], [1.32487, -3.32702, -0.27017]], "lowdin_charge": [0.116, -0.264, -0.561, 0.401, 0.356, 0.156, 0.179, 0.251, 0.152, 0.121, 0.161, 0.081, -0.150], "smiles": "[NH3+]CCSS", "homo_ha": -0.46320, "energy_ha": -931.815792, "charge": 1, "orbital_gap_ev": 8.5367}

{"formula": "C2H8NS2", "method": "wB97M-V/def2-TZVPD", "species": ["C", "N", "H", "H", "H", "H", "C", "S", "S", "H", "H", "H", "H"], "coordinates": [[1.10286, 0.25668, 0.87203], [2.47343, 0.66964, 0.67385], [0.58452, 1.08872, 1.30815], [1.12811, -0.67330, 1.46319], [2.84034, 0.87986, -0.26529], [2.70651, 1.57448, 1.06644], [-2.87063, -0.04257, -0.78825], [-1.06062, -0.20452, -0.05027], [0.99190, -1.12688, -1.06239], [-2.82851, -0.98796, -1.36546], [-3.16657, 0.08246, 0.24513], [-2.86208, 0.89296, -1.35988], [0.96074, -2.40958, -0.73725]], "lowdin_charge": [-0.361, -0.015, 0.050, 0.075, 0.097, 0.095, -0.233, 0.656, 0.664, 0.051, 0.022, 0.043, -0.144], "homo_ha": -0.51582, "energy_ha": -931.671810, "charge": 1, "orbital_gap_ev": 7.4796}

{"formula": "C2H8O2", "method": "wB97M-V/def2-TZVPD", "species": ["C", "O", "H", "H", "H", "H", "C", "O", "H", "H", "H", "H"], "coordinates": [[-1.63384, 1.49126, -0.32423], [-1.87604, 0.06770, -0.44692], [-2.43146, 2.02405, -0.81530], [-1.85010, 1.60695, 0.76845], [-0.63389, 1.78910, -0.64416], [-1.05488, -0.40622, -0.29742], [1.47443, -0.91877, -0.24557], [2.03661, -0.73804, 1.05487], [1.74982, -1.90058, -0.59054], [0.42145, -0.70029, -0.25281], [1.90628, -0.20932, -0.96402], [1.39552, -0.29822, 1.60342]], "lowdin_charge": [-0.130, -0.148, 0.067, 0.088, 0.076, 0.009, -0.128, -0.101, 0.082, 0.033, 0.086, 0.064], "smiles": "CO.CO", "homo_ha": -0.38255, "energy_ha": -231.418366, "orbital_gap_ev": 11.1267}

{"formula": "C2H8O2", "method": "wB97M-V/def2-TZVPD", "species": ["C", "O", "H", "H", "H", "H", "C", "O", "H", "H", "H", "H"], "coordinates": [[2.11123, 0.13433, 0.02809], [1.16539, -0.88377, 0.31841], [2.05470, 0.97145, 0.73403], [1.87724, 0.50750, -0.96768], [3.13215, -0.23519, 0.06234], [1.40031, -1.30522, 1.14919], [-2.24131, 0.03629, -0.34368], [-1.12539, 0.83080, -0.03812], [-2.00714, -0.84044, -0.94981], [-2.96196, 0.62197, -0.90123], [-2.76185, -0.33528, 0.54664], [-0.35211, 0.25171, 0.06064]], "lowdin_charge": [-0.147, -0.130, 0.086, 0.089, 0.076, 0.091, -0.182, -0.127, 0.077, 0.070, 0.073, 0.024], "smiles": "CO.CO", "homo_ha": -0.36145, "energy_ha": -231.441030, "orbital_gap_ev": 10.6147}

In Eh/bohr, the max |F| values for the records above are, in order, 0.094; 0.064; 0.095; 0.019; 0.036; 0.009; 0.083; 0.011; 0.109; 0.093; 0.053; 0.012.